{
  "formula": "C37H92N7O6",
  "method": "the ωB97M-V functional and the def2-TZVPD basis",
  "s_squared": 0.75,
  "total_charge": 6,
  "multiplicity": 2,
  "e_lumo_ev": [-12.91, -18.93],
  "homo_lumo_gap_ev": [8.520, 2.492],
  "homo_ev": [-21.426, -21.426],
  "symbols": ["C", "N", "C", "C", "C", "C", "O", "H", "H", "H", "H", "H", "H", "H", "H", "H", "H", "H", "H", "H", "H", "C", "C", "C", "O", "C", "N", "H", "H", "H", "H", "H", "H", "H", "H", "H", "H", "H", "H", "C", "C", "C", "O", "C", "N", "H", "H", "H", "H", "H", "H", "H", "H", "H", "H", "H", "H", "C", "C", "C", "N", "C", "C", "C", "C", "C", "H", "H", "H", "H", "H", "H", "H", "H", "H", "H", "H", "H", "H", "H", "H", "H", "H", "H", "C", "C", "C", "N", "C", "C", "C", "C", "C", "H", "H", "H", "H", "H", "H", "H", "H", "H", "H", "H", "H", "H", "H", "H", "H", "H", "H", "C", "C", "C", "N", "C", "C", "C", "C", "C", "H", "H", "H", "H", "H", "H", "H", "H", "H", "H", "H", "H", "H", "H", "H", "H", "H", "H", "N", "O", "O", "O"],
  "positions_angstrom": [[-0.81293, 3.04075, -7.52732], [0.37820, 2.70510, -8.41008], [1.23790, 1.69313, -7.55543], [-0.24792, 1.91410, -9.57608], [1.15901, 3.92613, -8.94404], [1.98926, 4.82118, -7.96285], [3.11854, 4.05717, -7.61744], [-1.32020, 2.13299, -7.20058], [-1.42819, 3.71387, -8.12438], [-0.45262, 3.55374, -6.63563], [1.47171, 2.05102, -6.55277], [2.19698, 1.67377, -8.07301], [0.81109, 0.69089, -7.51745], [-0.78243, 2.68319, -10.13367], [-1.01691, 1.19435, -9.29552], [0.61988, 1.47974, -10.07240], [0.43463, 4.52023, -9.50120], [1.87380, 3.43743, -9.60611], [1.35554, 4.95779, -7.08658], [2.14421, 5.84362, -8.30739], [3.56443, 4.54925, -6.92416], [-5.88302, 8.61847, -8.83882], [-5.28699, 9.96632, -8.27934], [-6.27012, 11.03086, -7.99612], [-5.71457, 12.12067, -7.30951], [-6.46896, 13.31257, -7.34385], [-4.48087, 9.72045, -7.00423], [-3.72662, 9.05979, -7.12555], [-4.17338, 10.57655, -6.56532], [-5.10099, 9.33567, -6.30601], [-5.91200, 8.65052, -9.92796], [-6.88046, 8.42371, -8.44477], [-5.29352, 7.70618, -8.74756], [-4.46911, 10.32669, -8.90328], [-6.92963, 10.62895, -7.22696], [-6.94883, 11.31101, -8.80170], [-6.98542, 13.52668, -6.40814], [-7.27415, 13.27338, -8.07748], [-5.70620, 14.06424, -7.54708], [0.80660, 6.64830, -12.07134], [-0.44801, 7.11854, -12.87792], [-0.39058, 6.97758, -14.42125], [-1.59787, 7.31306, -15.14631], [-1.89860, 6.46178, -16.25689], [-1.68051, 6.37128, -12.41147], [-1.55124, 5.37039, -12.45129], [-2.07448, 6.62666, -11.51723], [-2.49511, 6.49560, -12.99548], [0.68026, 6.40432, -11.01654], [1.59505, 7.40092, -12.07048], [1.21301, 5.70957, -12.44779], [-0.47515, 8.15440, -12.53974], [-0.17052, 5.91337, -14.50571], [0.53794, 7.46289, -14.72195], [-2.78430, 6.85733, -16.75404], [-2.17044, 5.54726, -15.72978], [-1.16233, 6.40901, -17.05891], [3.66889, 8.85551, -8.72212], [2.82481, 10.04937, -8.24002], [1.35979, 10.01456, -8.69986], [0.42003, 11.15280, -8.18873], [0.12822, 10.83221, -6.65673], [0.91268, 12.63988, -8.30515], [-0.29887, 13.45792, -8.92354], [-1.52698, 12.44758, -8.92847], [-0.90586, 11.03360, -8.97391], [4.60727, 9.12938, -9.20433], [3.23588, 8.21505, -9.49050], [3.94389, 8.16908, -7.92132], [3.19123, 11.05784, -8.43191], [2.75628, 9.91567, -7.16043], [0.66823, 9.19825, -8.49133], [1.45419, 10.19389, -9.77086], [-0.46242, 9.92529, -6.52738], [-0.36054, 11.72714, -6.27164], [1.04200, 10.55510, -6.13107], [1.05342, 13.20820, -7.38575], [1.80617, 12.73148, -8.92272], [-0.47274, 14.47483, -8.57174], [0.00995, 13.70962, -9.93813], [-2.19544, 12.52365, -8.07086], [-2.20324, 12.68395, -9.75000], [-1.54948, 10.22413, -8.62949], [-0.64750, 10.97555, -10.03124], [-5.17159, 4.31330, -9.71749], [-4.46606, 3.86953, -10.93388], [-4.23785, 2.34647, -10.89317], [-4.56583, 1.63033, -12.21363], [-4.09780, 0.16396, -12.07805], [-3.86262, 2.23383, -13.40920], [-4.79775, 2.40914, -14.62710], [-6.12275, 1.66843, -14.23652], [-6.07060, 1.68816, -12.71223], [-5.30035, 5.39405, -9.65818], [-4.52649, 4.03069, -8.88559], [-6.06586, 3.72188, -9.52100], [-3.44450, 4.24593, -10.98715], [-5.09178, 4.06804, -11.80403], [-4.76467, 1.86211, -10.07099], [-3.18204, 2.10860, -10.76363], [-4.39500, -0.49837, -12.89113], [-4.60505, -0.29315, -11.22842], [-3.01240, 0.26380, -12.08391], [-3.00236, 1.62340, -13.68385], [-3.56426, 3.27304, -13.27095], [-4.38407, 1.96428, -15.53213], [-4.93568, 3.47504, -14.80856], [-5.99853, 0.65459, -14.61708], [-6.96269, 2.15168, -14.73558], [-6.46439, 0.76700, -12.28268], [-6.52601, 2.57637, -12.27427], [-0.69978, 6.59319, -5.13314], [-0.23998, 7.39821, -3.90788], [1.30114, 7.37348, -3.51376], [1.82613, 8.42604, -2.45170], [1.98577, 9.79184, -3.22690], [1.06260, 8.39634, -1.20738], [2.00781, 8.29449, -0.03144], [3.38200, 8.40252, -0.58171], [3.24562, 8.08161, -2.03125], [-1.78199, 6.55832, -5.25846], [-0.27538, 5.58983, -5.09755], [-0.18231, 7.03737, -5.98345], [-0.86058, 7.20721, -3.03239], [-0.34509, 8.43503, -4.22734], [1.93351, 7.50671, -4.39153], [1.46520, 6.41636, -3.01867], [0.94605, 10.07832, -3.38505], [2.35876, 9.62668, -4.23769], [2.70192, 10.33246, -2.60806], [0.53677, 9.34661, -1.11475], [0.28562, 7.63629, -1.12526], [1.98030, 9.11951, 0.68037], [1.82654, 7.46420, 0.65108], [3.79505, 9.40665, -0.48583], [4.03822, 7.75534, 0.00020], [3.95342, 8.56541, -2.70435], [3.46597, 7.01666, -2.10477], [-1.86870, 7.01523, -8.79126], [-0.72781, 6.62981, -8.68662], [-2.32977, 8.06147, -8.30168], [-2.52316, 6.42655, -9.58208]],
  "forces_ev_per_angstrom": [[0.876, 0.897, -0.191], [-1.247, -1.884, 2.369], [0.985, 0.902, -1.194], [1.108, 1.372, 0.241], [0.461, -0.242, -0.054], [-1.785, -1.925, 0.480], [-0.086, 0.723, -0.186], [0.074, 0.043, -0.320], [-0.333, -0.072, 0.244], [-0.053, 0.086, -0.122], [-0.513, 0.345, -0.159], [-0.018, -0.344, 0.019], [-0.398, 0.327, -0.216], [0.339, -0.092, -0.533], [0.586, -0.146, 0.634], [-0.515, -0.146, -0.492], [-0.013, -0.055, 0.081], [0.041, 0.289, -0.283], [-0.207, 0.120, 0.399], [0.339, -0.212, -0.761], [0.553, -0.232, 0.152], [-0.034, 0.758, -0.246], [2.394, -1.886, -0.692], [-0.898, -0.264, 0.321], [-0.616, 0.413, -0.253], [-0.259, 0.050, -1.137], [-1.683, 0.041, 0.561], [0.886, -0.617, -0.619], [0.654, 0.475, -0.099], [-0.354, -0.670, 0.519], [-0.470, 0.624, -0.036], [-0.023, 0.060, -0.044], [0.563, 0.373, 0.904], [-0.393, 0.075, -0.653], [-0.842, -0.186, 0.546], [0.227, 0.147, -0.277], [0.369, 0.052, 1.009], [0.200, -0.073, -0.243], [0.030, 0.600, 0.300], [0.018, -0.959, -0.675], [0.411, 0.805, 0.614], [-0.115, -0.898, 0.251], [1.754, 1.013, 1.716], [-0.722, -0.055, 0.387], [-0.456, 0.177, -0.347], [0.490, -0.456, 0.309], [0.494, -0.039, 1.309], [-0.092, 0.657, -1.279], [-0.899, 0.441, 0.151], [-0.106, 0.002, -0.457], [0.203, 0.065, -0.499], [-1.152, 0.137, -0.320], [-0.068, -0.445, -0.636], [-0.270, 0.442, -0.499], [-0.077, 0.152, 0.358], [0.185, -0.795, -1.012], [0.482, -0.259, 0.525], [0.516, -0.236, -0.750], [-1.368, -0.801, 1.577], [-0.218, 1.477, -1.056], [0.093, -0.284, 1.991], [0.241, 0.349, -1.385], [-1.675, 1.072, -0.483], [0.103, -1.589, -1.173], [0.407, 0.723, 0.653], [0.465, 2.369, -0.659], [0.028, 0.439, 0.278], [-0.654, 0.192, -0.068], [-0.105, 0.254, 0.195], [0.417, -0.319, -0.197], [0.472, 0.421, 0.275], [0.892, -0.795, -0.088], [-0.633, -0.197, -0.229], [-0.489, 0.133, -0.662], [0.140, -0.284, 0.275], [0.246, 0.836, -0.270], [0.574, -1.269, 0.627], [-0.168, -0.416, 0.067], [-0.097, -0.430, 0.985], [-0.386, -0.483, -0.401], [0.322, 0.379, 0.577], [0.315, -0.364, -0.393], [0.514, -0.125, 0.028], [0.326, -0.881, 0.108], [0.336, -0.096, 1.670], [0.181, -1.565, -1.021], [-0.086, -0.493, -1.016], [-0.873, -0.312, -1.577], [-0.509, 0.722, -0.192], [0.747, 0.725, -1.202], [-0.678, -0.766, 0.323], [2.046, 0.378, -0.181], [-0.160, -0.826, 1.006], [-0.313, -0.171, -0.081], [0.072, 0.261, 0.409], [-0.383, 0.477, -0.321], [-0.288, 0.838, -0.340], [0.440, 0.432, -0.281], [-0.296, -0.127, -0.285], [0.018, 0.056, 0.133], [-0.057, 0.653, -0.549], [0.573, 0.316, 0.438], [-0.126, -0.608, 0.571], [0.021, 0.075, 0.312], [0.451, -0.332, 1.030], [0.078, 0.106, 0.101], [-0.240, -0.093, -0.036], [-0.446, -0.050, 0.131], [-0.222, -0.206, 0.566], [-0.569, 0.365, 0.121], [0.007, -0.140, 0.042], [1.850, -0.220, 0.327], [0.979, 1.542, 0.355], [-0.868, -0.707, 0.855], [1.008, -0.959, -3.408], [-1.203, -1.770, 1.124], [-1.847, 1.545, 1.787], [-0.184, 0.604, 1.735], [1.289, 0.671, 0.175], [1.336, -1.630, -0.620], [0.198, 0.101, 0.068], [-0.413, -0.324, 0.161], [-0.490, 0.058, -0.438], [0.120, 0.063, -0.030], [-0.719, 0.374, 0.346], [0.039, -0.191, 0.123], [0.429, -0.036, -0.218], [0.259, 1.052, 0.635], [0.540, -0.460, 0.343], [-0.718, 0.782, -0.281], [-0.182, 0.047, -0.243], [0.280, -0.228, -0.723], [-0.901, 0.285, -0.219], [0.064, -0.506, -0.648], [-0.143, 0.115, 0.259], [0.306, -0.105, -0.595], [-0.121, 0.124, 0.103], [-0.654, -0.219, -0.514], [1.423, 1.288, -0.622], [2.810, 0.421, 2.197], [-0.093, 1.386, 1.857], [-4.423, -2.595, -3.345]]
}